1.
Density functional theory data (ωB97M-V/def2-TZVPD) for C18H18N3Sb2Se4Zn as an isolated structure.

Calculated values
**Charge**: +1
**Highest occupied orbital energy (alpha / beta)**: -10.371 / -10.297 eV
**LUMO (alpha / beta)**: -4.6 / -4.8 eV
**Relative energy (zero: lowest compared OMol25 entry of this formula, charge and spin)**: 0.000 eV

Structure (XYZ):
```
46
Properties=species:S:1:pos:R:3:forces:R:3
Zn -0.03502 0.44232 -0.03584 0.0 0.1 0.4
C -2.78388 0.86737 -2.09026 -0.1 -0.1 0.0
C -2.70060 -0.48340 -1.45074 0.1 0.1 0.0
C -3.70828 -1.41523 -1.70152 0.0 0.1 -0.1
C -3.66412 -2.66625 -1.13799 0.0 -0.1 0.0
C -2.58918 -2.98270 -0.31798 0.0 0.1 0.0
C -1.61323 -2.03147 -0.09280 -0.1 0.2 -0.2
N -1.66236 -0.78812 -0.64626 0.1 -0.4 0.2
Sb -0.00438 -2.71696 1.13973 0.0 -0.2 0.0
C 0.02643 -1.06970 2.49138 0.0 0.4 0.0
C 0.04755 -1.40914 3.82906 0.0 0.1 0.0
C 0.09856 -0.39634 4.78002 0.0 -0.1 0.1
C 0.13814 0.90603 4.34713 0.0 0.1 0.0
C 0.11752 1.20258 2.98417 0.0 0.0 -0.1
C 0.16573 2.62266 2.52835 0.1 -0.1 0.0
N 0.04991 0.22208 2.06460 0.0 -0.5 0.1
C 1.57890 -2.00445 -0.11303 0.1 0.3 -0.3
C 2.57562 -2.92973 -0.34862 0.0 0.1 0.0
C 3.64129 -2.58005 -1.16782 0.0 -0.1 0.0
C 3.65809 -1.32434 -1.71970 0.1 0.1 -0.1
C 2.63153 -0.41597 -1.46170 -0.2 0.0 0.2
C 2.69251 0.94175 -2.08607 0.0 -0.1 0.0
N 1.59809 -0.75459 -0.65776 0.1 -0.4 0.1
H -3.66098 0.91385 -2.73221 0.0 0.0 0.0
H -2.84980 1.65307 -1.33958 0.0 0.0 0.0
H -1.89857 1.07933 -2.68738 0.0 0.0 0.0
H -4.52419 -1.13009 -2.35101 0.0 0.0 0.0
H -4.44612 -3.38882 -1.33317 0.0 0.0 0.0
H -2.51224 -3.96018 0.13948 0.0 0.0 0.0
H 0.02895 -2.44880 4.12848 0.0 0.0 0.0
H 0.11449 -0.62816 5.83763 0.0 0.0 0.0
H 0.18783 1.72421 5.05268 0.0 0.0 0.0
H 0.20842 3.29414 3.38232 0.0 0.0 0.0
H 1.03599 2.80541 1.89486 0.0 0.0 0.0
H -0.72251 2.86222 1.94831 -0.1 0.0 0.0
H 2.52429 -3.91210 0.10168 0.0 0.0 0.0
H 4.43969 -3.28245 -1.36940 0.0 0.0 0.0
H 4.46831 -1.01552 -2.36561 0.0 0.0 0.0
H 3.56502 1.00958 -2.73269 0.0 0.0 0.0
H 1.80229 1.14535 -2.67832 0.0 0.0 0.0
H 2.75388 1.72359 -1.33042 0.0 0.0 0.0
Se -0.60767 6.00052 -2.53088 0.0 0.1 -0.1
Sb -0.13123 4.89018 -0.37026 0.2 0.1 0.1
Se -1.92594 5.50383 1.23016 -0.1 0.0 0.1
Se 1.93480 5.66870 0.45220 0.1 0.2 0.2
Se -0.06420 2.54090 -1.08272 -0.2 0.1 -0.7
```
Forces are in eV/Å.

Let us look at the natural (NBO) charges, expressed in e, one per atom:
1 Zn 1.592
2 C -0.660
3 C 0.278
4 C -0.234
5 C -0.117
6 C -0.268
7 C -0.107
8 N -0.643
9 Sb 1.106
10 C -0.108
11 C -0.268
12 C -0.115
13 C -0.233
14 C 0.281
15 C -0.679
16 N -0.646
17 C -0.105
18 C -0.269
19 C -0.116
20 C -0.234
21 C 0.280
22 C -0.663
23 N -0.648
24 H 0.231
25 H 0.253
26 H 0.250
27 H 0.237
28 H 0.239
29 H 0.235
30 H 0.235
31 H 0.239
32 H 0.239
33 H 0.241
34 H 0.257
35 H 0.248
36 H 0.235
37 H 0.239
38 H 0.238
39 H 0.234
40 H 0.247
41 H 0.260
42 Se -0.087
43 Sb 0.924
44 Se -0.135
45 Se -0.527
46 Se -0.958

=====

2.
Density functional theory data (ωB97M-V/def2-TZVPD) for C28H49N2OP3RuS as an isolated structure.

Calculated values
**Charge**: +3
**Highest occupied orbital energy (alpha / beta)**: -14.445 / -16.228 eV
**LUMO (alpha / beta)**: -7.2 / -11.0 eV
**Relative energy (zero: lowest compared OMol25 entry of this formula, charge and spin)**: 0.466 eV
**Multiplicity**: 6

Structure (XYZ):
```
85
Properties=species:S:1:pos:R:3:forces:R:3
Ru 0.16867 -0.10476 -1.43295 -0.1 -1.0 0.2
P 1.46394 1.26454 -0.22886 1.8 1.0 0.6
P -1.34444 0.11595 0.51212 -1.2 -0.1 1.3
P -0.99033 1.75974 -2.10484 -1.8 2.5 0.0
H -0.19907 -2.44512 -5.54285 0.0 0.5 0.0
C 0.19900 -1.82479 -6.34149 0.9 0.0 -0.9
C 1.44700 -1.32783 -6.41151 -0.6 -0.3 -0.6
H 2.18343 -1.28052 -5.60691 -0.2 -0.2 -0.2
C 2.45089 0.06328 0.69150 0.7 0.0 0.3
C 1.12829 2.60892 0.95216 0.0 0.0 0.2
C 2.57674 2.10317 -1.39202 0.5 0.0 0.1
C -2.86653 -0.90160 0.37443 -0.3 0.0 0.2
C -0.62381 -0.41090 2.10490 -0.1 -0.3 0.4
C -2.11882 1.66966 1.09376 0.0 0.2 0.1
C -0.19709 1.78910 -3.72228 0.0 -0.1 -0.5
C -0.86106 3.51210 -1.51636 0.0 0.0 -0.2
C -2.78846 1.67570 -2.37101 -0.3 0.0 -0.5
H -0.40927 -1.77313 -7.25526 0.2 -0.2 0.5
H 1.81195 -1.02927 -7.40684 -0.2 0.4 0.7
H 2.95576 -0.62241 -0.00298 -0.1 0.3 0.1
H 1.82949 -0.54759 1.35235 0.1 0.2 -0.1
H 3.18925 0.61524 1.28167 0.1 -0.3 0.1
H 0.60220 2.27905 1.84937 0.2 0.0 -0.1
H 0.56463 3.42696 0.49656 0.2 -0.2 0.1
H 2.10911 3.00001 1.24725 -0.1 0.0 0.0
H 2.78276 1.46608 -2.26048 0.1 0.2 0.2
H 3.50427 2.30542 -0.84254 0.0 0.1 -0.3
H 2.14381 3.05028 -1.73954 0.1 -0.3 0.2
H -3.61533 -0.50671 1.07068 0.2 -0.2 -0.1
H -2.69014 -1.95452 0.61164 -0.1 0.3 0.0
H -3.30200 -0.85550 -0.62862 0.0 0.1 0.3
H -1.40824 -0.43957 2.87296 0.1 0.0 -0.1
H 0.14400 0.28899 2.44788 -0.1 -0.1 -0.1
H -0.17726 -1.40860 2.03496 -0.2 0.2 -0.1
H -2.77260 1.37658 1.92102 0.1 0.1 -0.1
H -2.72790 2.14992 0.33022 0.0 -0.1 0.2
H -1.39512 2.38810 1.47561 -0.1 -0.1 -0.1
H -0.93964 2.09078 -4.46280 0.2 0.0 -0.2
H 0.17600 0.78577 -3.96201 0.0 0.3 -0.3
H 0.64700 2.48217 -3.72033 -0.1 0.0 0.0
H -1.44506 4.15228 -2.19943 0.2 -0.3 0.2
H 0.17719 3.86788 -1.52409 -0.3 -0.1 -0.1
H -1.27706 3.64059 -0.50779 0.1 -0.1 -0.4
H -3.05334 2.42178 -3.13328 -0.1 -0.2 0.1
H -3.36946 1.90583 -1.47143 0.3 -0.1 -0.2
H -3.09317 0.68597 -2.72238 0.0 0.1 -0.1
C 0.74516 -3.12138 -1.02459 -0.3 -0.4 0.1
C -0.52776 -2.56920 -0.84874 0.1 1.1 -0.6
C -1.08414 -1.80705 -1.94827 0.4 -0.7 -0.2
C -0.26937 -1.62821 -3.11375 -0.7 -0.7 0.3
C 0.95809 -2.30860 -3.28797 -1.0 0.2 0.4
C 1.45372 -3.03527 -2.23555 0.1 -0.6 0.6
S 1.28218 -4.31147 0.18587 0.0 0.4 -0.4
H 1.42828 -4.99232 -0.91645 0.7 -1.5 -0.3
H -1.00133 -2.75281 0.13282 0.0 0.1 -1.0
H -2.07542 -1.35529 -1.96537 0.2 -0.8 0.0
H -0.73031 -1.13802 -3.95945 0.1 0.0 -0.1
H 1.39585 -2.35476 -4.26878 0.3 0.2 0.1
H 2.33434 -3.65809 -2.35168 0.1 0.3 0.0
C 2.05948 -2.52195 6.95982 0.3 0.3 1.0
N 2.11824 -2.59345 5.51512 -1.7 -1.2 0.1
N 1.07250 -3.06672 4.80535 -0.4 0.9 0.8
C 1.44429 -3.12492 3.45840 -0.7 -0.5 -1.6
O 0.60229 -3.29924 2.55286 1.5 0.5 1.8
C 2.86384 -2.86568 3.45648 0.0 0.3 -0.1
C 3.22184 -2.51909 4.73509 0.7 0.1 -0.9
C 4.53677 -2.08265 5.27485 0.6 0.1 -0.1
C -0.28725 -3.01599 5.23701 -0.6 -0.1 -0.2
C -0.77335 -1.92780 5.96278 -0.2 -0.1 0.2
C -2.11184 -1.93787 6.35415 0.5 0.1 -0.1
C -2.96646 -2.97185 5.97438 0.2 0.0 -0.1
C -2.49948 -4.00663 5.14664 0.2 0.5 0.2
C -1.15267 -4.02444 4.77408 0.0 -0.1 0.1
H 1.57106 -1.59166 7.28678 0.2 -0.4 -0.1
H 3.09468 -2.51956 7.32156 -0.4 0.0 -0.1
H 1.52869 -3.38630 7.39300 0.1 0.3 -0.4
H 3.48314 -2.90803 2.57559 0.1 0.0 0.1
H 4.49118 -1.08026 5.73187 -0.1 -0.4 -0.2
H 4.95656 -2.78129 6.01985 -0.3 0.2 -0.3
H 5.23597 -2.03896 4.42728 -0.1 0.0 0.4
H -0.13541 -1.07854 6.21374 -0.2 -0.3 0.0
H -2.46776 -1.10474 6.95015 -0.1 -0.1 0.0
H -3.99386 -2.91321 6.33540 0.2 -0.3 -0.3
H -3.18043 -4.78019 4.79410 0.2 0.1 0.1
H -0.75993 -4.79923 4.11239 -0.2 0.1 0.4
```
Forces are in eV/Å.

Let us look at the Mulliken charges, expressed in e, one per atom:
1 Ru -0.600
2 P 1.001
3 P 1.063
4 P 1.423
5 H 0.407
6 C -0.508
7 C -0.476
8 H 0.254
9 C -0.846
10 C -1.444
11 C -1.253
12 C -1.462
13 C -0.629
14 C -1.550
15 C -1.231
16 C -1.594
17 C -1.424
18 H 0.288
19 H 0.279
20 H 0.398
21 H -0.125
22 H 0.570
23 H 0.383
24 H 0.323
25 H 0.557
26 H 0.346
27 H 0.511
28 H 0.328
29 H 0.496
30 H 0.476
31 H 0.389
32 H 0.588
33 H 0.492
34 H -0.597
35 H 0.608
36 H 0.353
37 H 0.354
38 H 0.471
39 H 0.349
40 H 0.414
41 H 0.555
42 H 0.444
43 H 0.358
44 H 0.557
45 H 0.302
46 H 0.394
47 C 0.276
48 C 0.445
49 C -1.732
50 C -0.767
51 C 0.324
52 C -1.162
53 S -0.118
54 H 0.231
55 H 0.557
56 H 0.393
57 H 0.529
58 H 0.351
59 H 0.624
60 C -0.872
61 N 0.053
62 N 0.517
63 C 0.518
64 O -0.395
65 C -0.652
66 C 0.578
67 C -1.721
68 C 0.299
69 C -0.034
70 C -0.826
71 C -0.452
72 C -0.944
73 C -0.138
74 H 0.350
75 H 0.365
76 H 0.347
77 H 0.590
78 H 0.399
79 H 0.419
80 H 0.367
81 H 0.474
82 H 0.423
83 H 0.462
84 H 0.452
85 H 0.478

=====

3.
Density functional theory data (ωB97M-V/def2-TZVPD) for C8H6NO5 as an isolated structure.

Calculated values
**Charge**: -1
**Highest occupied orbital energy**: -4.252 eV
**LUMO**: 3.5 eV
**Relative energy (zero: lowest compared OMol25 entry of this formula, charge and spin)**: 0.319 eV

Structure (XYZ):
```
20
Properties=species:S:1:pos:R:3:forces:R:3
C 0.73167 -1.57554 1.43173 0.4 0.1 0.1
C -0.77968 -1.53432 1.43630 -0.6 0.0 0.1
C -1.13190 -0.03390 1.43397 -1.5 -0.6 0.0
O -2.28755 0.40457 1.51158 1.8 -0.6 -0.3
N 0.01154 0.67067 1.33390 -1.0 0.0 -0.2
C 1.14336 -0.09333 1.42259 0.7 0.2 0.0
O 2.31388 0.29923 1.48912 -1.5 -0.2 -0.1
H 1.15729 -2.03594 2.33211 0.0 0.0 -0.3
H 1.16459 -2.05237 0.54299 0.0 0.0 0.3
H -1.23504 -1.97509 0.54319 0.0 -0.1 0.3
H -1.21880 -1.97133 2.33875 0.0 -0.1 -0.3
C -0.15337 2.55943 1.53101 1.2 0.1 0.0
C -0.91106 3.05355 2.57783 -0.1 0.9 1.9
C -1.79965 4.13127 2.11720 0.4 0.1 1.4
O -2.29971 5.14343 2.66337 1.1 -3.3 -2.0
O -1.90491 3.87755 0.69922 0.8 0.8 -0.9
C -0.78640 3.14452 0.29368 -0.4 -0.3 -0.9
O -0.43246 3.00424 -0.86132 -0.9 0.5 1.8
H 0.90565 2.29975 1.49698 -0.1 1.8 0.3
H -0.69634 2.81461 3.65151 -0.2 0.7 -1.2
```
Forces are in eV/Å.

Let us look at the natural (NBO) charges, expressed in e, one per atom:
1 C -0.514
2 C -0.519
3 C 0.687
4 O -0.626
5 N -0.580
6 C 0.684
7 O -0.641
8 H 0.221
9 H 0.223
10 H 0.223
11 H 0.220
12 C -0.129
13 C -0.510
14 C 0.753
15 O -0.631
16 O -0.541
17 C 0.780
18 O -0.559
19 H 0.246
20 H 0.212

=====

4.
Density functional theory data (ωB97M-V/def2-TZVPD) for H26O13 as an isolated structure.

Calculated values
**Charge**: 0
**Highest occupied orbital energy**: -9.383 eV
**LUMO**: -0.5 eV
**Relative energy (zero: lowest compared OMol25 entry of this formula, charge and spin)**: 9.913 eV

Structure (XYZ):
```
39
Properties=species:S:1:pos:R:3:forces:R:3
H 0.02038 -1.18265 -0.16392 -0.3 0.2 -0.4
H 0.55664 0.12905 -0.71337 0.3 0.0 0.2
H 3.16989 3.11762 0.44517 0.1 0.2 0.0
H 4.08746 2.02173 -0.07169 0.3 0.0 0.2
H 2.20681 -2.27550 1.06142 0.2 -0.2 0.0
H 2.07347 -3.29149 -0.06108 0.0 0.1 0.1
H 3.49020 1.01064 2.20678 0.0 -0.1 0.1
H 2.77166 -0.25967 1.78246 0.1 0.1 0.0
H -0.86584 -2.17551 -1.96495 -0.2 0.1 -0.5
H -1.53324 -0.82018 -2.13142 -0.1 -0.4 0.2
H 0.28840 -1.41219 1.43000 0.0 0.1 0.6
H -0.43831 -0.90895 2.66641 0.4 -0.1 -0.1
H -4.84921 0.20998 0.35526 0.1 -0.3 -0.2
H -4.27231 0.42812 -1.03385 -0.3 -0.3 0.2
H 0.05263 2.00043 0.66350 0.8 0.2 -1.0
H -1.08792 1.01421 0.85468 0.8 0.5 -0.6
H 2.35172 1.79037 -1.56231 0.1 0.4 -0.4
H 3.24343 2.45276 -2.59968 -0.2 0.1 0.1
H -1.76948 0.20863 2.67640 -1.0 -0.2 0.4
H -1.74584 1.65500 3.14277 -0.4 0.1 0.4
H -2.42372 -0.12740 0.14475 -0.2 -0.1 0.0
H -2.09310 -1.57602 -0.17496 -0.4 0.2 0.0
H -2.55111 2.40990 -1.15086 0.0 0.0 -0.1
H -3.63958 2.50082 -0.09397 -0.2 -0.1 0.0
H 2.95939 -2.74150 -2.01889 0.2 0.2 0.0
H 1.88666 -1.82049 -2.57660 0.0 0.2 0.0
O 0.02852 -0.63871 -0.95957 2.1 1.3 0.7
O 3.43524 2.66792 -0.36499 1.1 0.0 2.2
O 2.70271 -2.95049 0.58450 -0.2 -0.1 0.2
O 3.52557 0.05159 2.29600 -0.1 0.1 -0.1
O -1.68520 -1.70376 -1.77760 -0.3 -2.5 -3.0
O -0.44981 -1.61862 2.01432 0.2 -0.3 -0.1
O -4.97386 -0.03995 -0.56723 -1.6 0.5 -0.2
O -0.26909 1.31751 1.26275 7.9 1.9 -7.9
O 2.33839 2.44646 -2.26825 -1.3 -0.6 -2.1
O -1.50364 1.09244 2.39856 -8.3 -2.0 8.8
O -2.83707 -0.97823 -0.04021 -0.1 0.5 2.3
O -3.21914 1.88085 -0.70049 0.8 0.7 0.1
O 2.67126 -1.82173 -2.01678 -0.2 -0.2 -0.2
```
Forces are in eV/Å.

Let us look at the natural (NBO) charges, expressed in e, one per atom:
1 H 0.458
2 H 0.476
3 H 0.473
4 H 0.473
5 H 0.446
6 H 0.465
7 H 0.462
8 H 0.458
9 H 0.456
10 H 0.488
11 H 0.436
12 H 0.475
13 H 0.449
14 H 0.483
15 H 0.433
16 H 0.490
17 H 0.469
18 H 0.467
19 H 0.461
20 H 0.479
21 H 0.432
22 H 0.480
23 H 0.481
24 H 0.486
25 H 0.467
26 H 0.470
27 O -0.950
28 O -0.942
29 O -0.910
30 O -0.920
31 O -0.919
32 O -0.910
33 O -0.937
34 O -0.931
35 O -0.940
36 O -0.930
37 O -0.934
38 O -0.955
39 O -0.936

=====

5.
Density functional theory data (ωB97M-V/def2-TZVPD) for a 7-piece molecular cluster, H14O7 overall.

Calculated values
**SMILES**: O.O.O.O.O.O.O
**Charge**: 0
**Highest occupied orbital energy**: -8.089 eV
**LUMO**: 0.1 eV
**Relative energy (zero: lowest compared OMol25 entry of this formula, charge and spin)**: 4.705 eV

Structure (XYZ):
```
21
Properties=species:S:1:pos:R:3:forces:R:3
O 1.13747 -0.46858 0.25366 3.4 -4.9 3.7
H 0.36004 -0.68700 0.77987 0.4 -0.2 0.2
H 1.05241 -1.02163 -0.53112 0.3 0.0 0.3
O 0.15170 0.73791 -0.82393 -4.0 4.5 -3.9
H -0.66810 0.23359 -0.87474 -0.1 0.2 -0.1
H -0.11996 1.59196 -0.46929 0.2 0.2 -0.2
O -3.76471 -1.69015 -1.09383 0.0 0.2 0.1
H -4.57515 -1.21948 -1.31891 0.0 -0.1 0.0
H -3.17390 -0.99957 -0.77283 -0.1 0.0 0.0
O -2.76251 2.38686 -1.01344 0.0 -0.2 0.1
H -2.47703 1.84524 -1.75785 0.0 0.1 -0.1
H -1.97353 2.46720 -0.46568 -0.2 0.1 -0.1
O 1.91197 2.63331 1.55594 -0.1 0.2 0.1
H 1.30818 3.28652 1.92706 0.1 0.0 0.0
H 2.78733 2.97119 1.77635 0.0 -0.1 -0.1
O 4.73256 -1.64670 -1.42270 0.2 0.1 0.0
H 4.62513 -0.72439 -1.16425 -0.1 -0.1 0.0
H 5.68775 -1.77076 -1.45749 -0.1 0.0 0.0
O -1.30794 -2.15656 2.40555 -0.2 0.1 0.0
H -1.41116 -2.10447 3.36243 0.1 0.0 -0.1
H -2.21025 -2.23715 2.07639 0.0 -0.1 0.0
```
Forces are in eV/Å.

Let us look at the natural (NBO) charges, expressed in e, one per atom:
1 O -0.905
2 H 0.459
3 H 0.455
4 O -0.901
5 H 0.442
6 H 0.452
7 O -0.935
8 H 0.473
9 H 0.462
10 O -0.934
11 H 0.470
12 H 0.460
13 O -0.931
14 H 0.462
15 H 0.470
16 O -0.935
17 H 0.471
18 H 0.464
19 O -0.943
20 H 0.473
21 H 0.471